A molecular structure, C33H31N2O2PS2Ti. Source: OMol25; level of theory: wB97M-V/def2-TZVPD.

Each line ends with the Mulliken charge.
Geometry (Å):
Ti: 0.326 -1.035 1.244  -0.244
S: 1.588 -4.077 1.715  -0.432
C: 2.600 -3.063 0.769  0.394
N: 2.409 -1.802 0.472  0.709
C: 3.529 -1.300 -0.207  -1.607
C: 3.725 0.017 -0.604  0.150
C: 4.880 0.363 -1.275  -0.659
C: 5.859 -0.592 -1.561  -0.623
C: 5.693 -1.902 -1.156  -0.483
C: 4.530 -2.236 -0.472  0.915
S: 4.080 -3.771 0.193  -0.276
H: 2.966 0.746 -0.389  0.427
H: 5.027 1.390 -1.583  0.465
H: 6.758 -0.303 -2.089  0.395
H: 6.452 -2.647 -1.355  0.415
C: -4.459 0.411 0.323  -1.363
C: -4.057 -1.031 0.619  0.976
C: -5.280 -1.905 0.885  -1.649
C: -3.061 -1.153 1.782  -0.706
C: -3.480 -0.415 3.061  -0.711
O: -2.747 0.831 3.005  -0.530
C: -1.739 0.623 2.141  0.289
N: -1.775 -0.516 1.487  1.677
C: -0.679 1.537 1.967  0.134
C: -0.310 2.436 2.996  -0.950
C: 0.876 3.106 2.942  -0.853
C: 1.735 2.931 1.816  -1.081
C: 1.351 2.150 0.767  -1.482
C: 0.133 1.396 0.748  1.084
P: -0.800 1.199 -0.831  0.081
C: -0.302 2.614 -1.886  0.972
C: -0.417 2.529 -3.276  -0.602
C: -0.222 3.643 -4.078  -0.660
C: 0.072 4.873 -3.505  -0.560
C: 0.153 4.979 -2.125  -0.704
C: -0.038 3.862 -1.323  -0.454
C: 0.058 -0.239 -1.630  0.633
C: 1.132 -0.171 -2.518  -0.349
C: 1.699 -1.325 -3.037  -0.636
C: 1.227 -2.579 -2.670  -0.822
C: 0.165 -2.672 -1.785  -0.443
C: -0.419 -1.513 -1.286  -0.077
H: -5.106 0.447 -0.555  0.476
H: -3.588 1.033 0.120  0.143
H: -5.014 0.849 1.156  0.291
H: -3.542 -1.427 -0.264  0.078
H: -5.831 -1.558 1.763  0.309
H: -4.999 -2.946 1.056  0.392
H: -5.967 -1.874 0.039  0.457
H: -2.909 -2.213 1.982  0.204
H: -3.174 -0.946 3.964  0.282
H: -4.539 -0.174 3.117  0.410
H: -0.967 2.538 3.851  0.479
H: 1.167 3.768 3.747  0.400
H: 2.673 3.469 1.766  0.510
H: 1.954 2.187 -0.130  1.215
H: -0.672 1.585 -3.741  0.467
H: -0.309 3.551 -5.153  0.395
H: 0.224 5.744 -4.130  0.378
H: 0.362 5.936 -1.665  0.414
H: 0.017 3.969 -0.247  0.281
H: 1.537 0.790 -2.805  0.472
H: 2.539 -1.244 -3.716  0.423
H: 1.686 -3.474 -3.069  0.410
H: -0.213 -3.638 -1.475  0.451
H: -1.288 -1.596 -0.638  -0.191
C: -0.840 -3.716 2.802  -1.569
C: 0.244 -2.912 2.117  1.170
O: 0.681 -1.812 2.854  -0.567
H: -1.551 -3.026 3.253  0.230
H: -0.446 -4.339 3.613  0.519
H: -1.367 -4.362 2.098  0.306

For the lowest unoccupied orbital energy (alpha / beta), the calculation gives 0.01783 / -0.00153 Eh. As for the net charge: 0. As for the spin multiplicity: 3. The value obtained for the max |F| is 0.19 eV Å⁻¹. The energy above the lowest of the compared OMol25 structures with the same formula, charge and spin comes out at 27.5 kcal/mol. Its expectation value of S² is 2.02. The value obtained for the HOMO energy (alpha / beta) is -5.5 / -7.5 eV. As for the total energy: -95874.565 eV. For the HOMO-LUMO gap (alpha / beta), the calculation gives 5.9669 / 7.4692 eV.